(1)
C40H42AsIrN2O7P2SSeTe | ωB97M-V with the def2-TZVPD basis set

Results
HOMO energy (eV): -7.515
E_LUMO (eV): -0.4

```
98
Properties=species:S:1:pos:R:3:lowdin_charge:R:1
Ir -1.8390 -0.7233 -0.1888 0.96
C 0.7139 1.6978 0.5611 -0.39
C 1.0610 3.1816 0.5789 -0.42
As 2.7860 3.5804 1.4581 1.30
C 2.4266 2.8296 3.2207 -0.43
C 3.5065 2.5354 4.0533 -0.14
C 3.2998 2.0844 5.3490 -0.08
C 2.0076 1.9349 5.8358 -0.09
C 0.9277 2.2543 5.0268 -0.07
C 1.1361 2.7075 3.7295 -0.11
C 3.7407 2.0959 0.6078 -0.42
C 4.0150 0.8705 1.2079 -0.10
C 4.6840 -0.1240 0.5027 -0.09
C 5.0782 0.0924 -0.8103 -0.09
C 4.8014 1.3096 -1.4195 -0.09
C 4.1436 2.3059 -0.7104 -0.14
P -0.9483 1.3506 -0.1063 0.86
C -0.9617 2.1895 -1.7192 -0.35
C 0.1662 1.9839 -2.5182 -0.10
C 0.2485 2.5316 -3.7878 -0.07
C -0.7947 3.3078 -4.2717 -0.09
C -1.9355 3.4827 -3.5053 -0.07
C -2.0311 2.9090 -2.2440 -0.14
C -1.9638 2.2757 1.1014 -0.36
C -2.1195 1.6433 2.3363 -0.12
C -2.8786 2.2281 3.3369 -0.07
C -3.4899 3.4552 3.1192 -0.08
C -3.3293 4.0977 1.9016 -0.07
C -2.5707 3.5122 0.8958 -0.09
H 0.7144 1.2732 1.5679 0.08
H 1.4625 1.1502 -0.0145 0.05
H 0.2962 3.7774 1.0796 0.06
H 1.1431 3.5693 -0.4376 0.06
H 4.5202 2.6601 3.6880 0.10
H 4.1481 1.8555 5.9815 0.10
H 1.8450 1.5823 6.8461 0.10
H -0.0839 2.1540 5.4002 0.10
H 0.2738 2.9703 3.1285 0.08
H 3.7003 0.6812 2.2264 0.10
H 4.8949 -1.0717 0.9835 0.09
H 5.6034 -0.6812 -1.3560 0.10
H 5.1060 1.4866 -2.4434 0.10
H 3.9420 3.2580 -1.1910 0.10
H 0.9953 1.3880 -2.1517 0.10
H 1.1212 2.3444 -4.4000 0.11
H -0.7192 3.7678 -5.2492 0.11
H -2.7664 4.0608 -3.8902 0.11
H -2.9460 3.0159 -1.6873 0.05
H -1.6713 0.6725 2.5098 0.09
H -3.0145 1.7087 4.2768 0.11
H -4.0949 3.9058 3.8955 0.10
H -3.7980 5.0578 1.7277 0.10
H -2.4502 4.0365 -0.0401 0.09
S 2.8636 -5.2535 -0.0776 0.99
C 1.6433 -3.9579 0.0655 -0.49
C 0.4638 -4.1621 0.7589 -0.03
C -0.4428 -3.1244 0.8802 -0.07
N -0.2123 -1.9130 0.3480 -0.08
C 0.9238 -1.7282 -0.3428 -0.11
C 1.8697 -2.7150 -0.5080 -0.05
C 3.6074 -5.0578 1.5324 -0.52
C 3.1910 -5.8311 2.6042 -0.08
C 3.8047 -5.6369 3.8342 -0.14
N 4.7775 -4.7525 4.0430 0.06
C 5.1740 -4.0250 2.9999 -0.14
C 4.6273 -4.1388 1.7307 -0.09
H 0.2323 -5.1204 1.2021 0.12
H -1.3640 -3.2711 1.4239 0.07
H 1.0706 -0.7430 -0.7633 0.09
H 2.7726 -2.5162 -1.0676 0.11
H 2.4084 -6.5682 2.4861 0.11
H 3.4970 -6.2216 4.6936 0.11
H 5.9718 -3.3152 3.1882 0.11
H 4.9881 -3.5280 0.9139 0.09
O -3.3045 -3.8634 1.7182 -0.44
Se -3.7746 -2.4845 1.0099 0.79
O -3.1088 -2.3924 -0.5503 -0.70
O -2.8157 -1.1703 1.5875 -0.61
O -5.3478 -2.1567 1.0530 -0.45
C -5.2656 -3.5251 -2.7436 -0.06
C -4.7523 -2.5115 -3.7350 -0.29
O -3.3358 -2.2781 -3.5388 -0.25
P -2.7285 -0.9676 -2.9178 0.21
O -1.3905 -1.2080 -2.2412 -0.43
Te -4.1995 0.1398 -1.3764 0.86
O -2.4135 -0.0153 -4.1514 -0.26
C -3.3531 0.1824 -5.2178 -0.27
C -2.6099 0.7192 -6.4170 -0.06
H -6.2585 -3.8560 -3.0551 0.09
H -5.3343 -3.0991 -1.7444 0.05
H -4.6025 -4.3892 -2.7106 0.09
H -5.3006 -1.5708 -3.6468 0.08
H -4.8508 -2.8639 -4.7615 0.12
H -4.1208 0.8841 -4.8782 0.12
H -3.8327 -0.7653 -5.4661 0.10
H -2.2007 1.7057 -6.2081 0.06
H -3.2836 0.7889 -7.2722 0.08
H -1.7859 0.0531 -6.6732 0.09
```

---

(2)
C3H3NO3 | ωB97M-V with the def2-TZVPD basis set

Results
HOMO energy (eV): -9.106
SMILES: O=C=CN=O.C=O
E_LUMO (eV): -0.2

```
10
Properties=species:S:1:pos:R:3:lowdin_charge:R:1
C 1.6822 -1.4190 -1.3101 -0.11
C -1.8075 0.4285 1.6860 -0.13
C 1.2028 -0.2513 -0.8812 -0.12
N 0.9293 0.8415 -1.7222 -0.07
O 1.9805 -2.4427 -1.6991 0.26
O -1.2126 -0.5209 1.2478 -0.03
O 0.4277 1.8774 -1.2429 -0.06
H -2.7618 0.2912 2.1975 0.07
H -1.3768 1.5087 1.5942 0.11
H 0.9361 -0.3135 0.1301 0.08
```

---

(3)
C22H30BClF2NO6S2 | ωB97M-V with the def2-TZVPD basis set

Results
Charge: +1
HOMO energy (eV): -11.368
E_LUMO (eV): -4.2

```
65
Properties=species:S:1:pos:R:3:lowdin_charge:R:1
C 0.3014 -0.5034 3.1769 0.02
O 1.1445 -1.1415 2.1790 0.07
B 1.0502 -0.7540 0.9120 -0.75
O -0.0876 -0.6777 0.1820 0.22
N 2.4156 -0.3668 0.2012 -0.34
Cl 3.4519 0.4049 1.3859 0.98
C 3.0165 -1.7290 -0.1642 -0.04
C 3.6418 -1.7824 -1.5586 -0.28
C 2.7521 -2.3258 -2.6771 -0.14
C 2.3184 -3.7645 -2.4579 -0.26
C 1.4830 -4.3035 -3.6391 -0.57
S 2.4262 -5.3120 -4.8022 0.73
O 4.2704 -0.5642 -1.9119 -0.05
C 3.4741 0.5942 -1.8996 -0.27
S 4.5772 2.0343 -1.5805 0.67
O 4.2783 2.6597 -0.3415 -0.27
O 4.6202 2.7687 -2.7916 -0.20
F 5.9175 1.2897 -1.4065 -0.09
C 2.2148 0.4728 -1.0266 -0.23
C 1.4772 1.7782 -0.7184 -0.03
C 1.3421 2.6273 -1.9519 -0.49
O 1.1037 2.2139 -3.0324 0.20
F 1.4556 3.9116 -1.6893 0.18
H 0.7748 0.4185 3.5047 0.10
H 0.2438 -1.1745 4.0250 0.11
H -0.6932 -0.3032 2.7871 0.09
H -0.2183 -1.3303 -0.5164 0.15
H 3.7622 -1.9548 0.5880 0.13
H 2.2361 -2.4840 -0.0718 0.13
H 4.4574 -2.4988 -1.4652 0.17
H 3.3907 -2.3181 -3.5631 0.14
H 1.9113 -1.6669 -2.9075 0.12
H 3.2094 -4.3851 -2.3668 0.10
H 1.7448 -3.9147 -1.5395 0.10
H 1.0471 -3.4764 -4.1931 0.07
H 0.6629 -4.9017 -3.2530 0.07
H 2.5951 -6.3615 -3.9933 -0.13
H 3.1303 0.7895 -2.9151 0.15
H 1.5188 -0.1143 -1.6244 0.15
H 0.4465 1.5500 -0.4411 0.13
H 1.9213 2.3321 0.1015 0.12
C -4.1663 1.2128 -2.0470 -0.08
C -5.1551 0.3337 -1.6286 -0.08
C -5.0149 -0.3533 -0.4299 -0.08
C -3.8876 -0.1559 0.3544 -0.10
C -2.9001 0.7264 -0.0617 -0.13
C -3.0370 1.4084 -1.2636 -0.09
H -4.2770 1.7479 -2.9808 0.11
H -6.0375 0.1849 -2.2365 0.11
H -5.7857 -1.0400 -0.1062 0.11
H -3.7798 -0.6853 1.2929 0.10
H -2.0259 0.8843 0.5557 0.07
H -2.2674 2.0977 -1.5917 0.09
C -4.8747 2.2945 4.0910 -0.08
C -3.8889 2.4723 3.1314 -0.10
C -2.5525 2.5041 3.5073 -0.12
C -2.2003 2.3519 4.8418 -0.11
C -3.1869 2.1704 5.8013 -0.09
C -4.5229 2.1445 5.4259 -0.09
H -5.9163 2.2727 3.7993 0.11
H -4.1599 2.5878 2.0897 0.10
H -1.7846 2.6561 2.7568 0.09
H -1.1585 2.3834 5.1373 0.10
H -2.9151 2.0546 6.8421 0.10
H -5.2915 2.0095 6.1753 0.11
```

---

(4)
CH4Cl3NSi | ωB97M-V with the def2-TZVPD basis set

Results
HOMO energy (alpha / beta) (eV): -7.601 / -10.608
E_LUMO (alpha / beta) (eV): 0.7 / -1.8
<S²>: 2.01
2S+1: 3

```
10
Properties=species:S:1:pos:R:3:lowdin_charge:R:1
C -1.2170 0.5877 -1.0999 -0.20
N -0.5737 -0.7502 -0.9744 -0.01
Si 1.2381 -0.4644 1.3838 -0.64
Cl 0.4842 -1.8487 2.7186 0.19
Cl 3.1778 -0.8773 1.0360 0.23
Cl 0.8550 1.4338 2.0275 0.21
H -1.8891 0.7709 -0.1663 0.10
H -0.5026 1.3575 -1.1748 0.04
H -1.6874 0.6401 -2.0436 0.05
H 0.1147 -0.8496 -1.7069 0.02
```

---

(5)
C30H30F16N3ORhSSbSe | ωB97M-V with the def2-TZVPD basis set

Results
HOMO energy (alpha / beta) (eV): -7.681 / -8.120
E_LUMO (alpha / beta) (eV): -0.1 / -2.7
<S²>: 8.82
2S+1: 6

```
84
Properties=species:S:1:pos:R:3:lowdin_charge:R:1
Rh 0.0997 -1.2527 0.1999 0.97
C -2.1277 -3.5788 -0.6565 -0.08
N -0.9748 -3.4292 0.2465 -0.26
C 0.0349 -4.4555 -0.0804 -0.16
C 1.1521 -3.8539 -0.9223 -0.17
N 1.7813 -2.8256 -0.1082 0.03
C 2.8810 -3.0505 0.6050 -0.15
C 3.5044 -1.9288 1.2358 -0.13
F 3.0249 -0.7187 1.0179 0.09
C 4.6245 -2.0438 2.0220 -0.13
F 5.1824 -0.9681 2.5626 0.15
C 5.1864 -3.2949 2.2449 -0.12
F 6.2574 -3.4174 3.0078 0.16
C 4.6156 -4.4230 1.6641 -0.14
F 5.1441 -5.6176 1.9069 0.14
C 3.5059 -4.3080 0.8637 -0.12
F 2.9826 -5.4394 0.3904 0.12
C -1.4285 -3.5607 1.6445 -0.19
C -0.4181 -2.9416 2.5952 -0.22
N -0.1559 -1.5544 2.2378 -0.11
C -0.6124 -0.5732 3.0918 -0.20
C -1.8621 -0.5563 3.7240 -0.15
F -2.7377 -1.5565 3.5091 0.09
C -2.2890 0.4857 4.5289 -0.16
F -3.5065 0.4469 5.0782 0.12
C -1.4795 1.5877 4.7283 -0.16
F -1.8906 2.6100 5.4826 0.12
C -0.2313 1.6109 4.1297 -0.14
F 0.5773 2.6563 4.3265 0.12
C 0.1868 0.5480 3.3562 -0.16
F 1.4295 0.5923 2.8625 0.09
H -2.6527 -4.5185 -0.4441 0.10
H -2.8128 -2.7442 -0.5211 0.09
H -1.8023 -3.5805 -1.6918 0.06
H 0.4631 -4.8540 0.8404 0.11
H -0.4288 -5.2919 -0.6122 0.13
H 1.8385 -4.6188 -1.2777 0.12
H 0.7169 -3.3474 -1.7879 0.11
H -2.3700 -3.0223 1.7339 0.11
H -1.6180 -4.6164 1.8843 0.13
H -0.7747 -3.0473 3.6225 0.12
H 0.5258 -3.5006 2.5427 0.10
F -1.1703 -1.3124 -1.9658 -0.45
Sb -1.9802 -1.0534 -3.7111 1.36
F -0.3181 -1.5814 -4.4382 -0.36
F -2.7163 -0.7696 -5.4116 -0.35
F -1.3655 0.7348 -3.6004 -0.34
F -3.5629 -0.5088 -2.8405 -0.36
F -2.5465 -2.8502 -3.6594 -0.35
C 0.6508 6.0551 -2.6348 -0.04
C 0.9364 4.5950 -2.4245 -0.26
C 1.0508 4.0622 -1.1458 -0.02
C 1.2879 2.7121 -0.9343 -0.29
C 1.4510 2.2102 0.4664 -0.09
C 1.4105 1.8608 -2.0536 -0.50
Se 1.5929 -0.0031 -1.8455 0.98
C 1.3699 2.3918 -3.3633 -0.29
C 1.5967 1.5929 -4.6176 -0.07
C 1.1108 3.7470 -3.5105 -0.01
H 0.5045 6.5713 -1.6869 0.07
H -0.2454 6.1924 -3.2424 0.08
H 1.4751 6.5396 -3.1610 0.09
H 0.9536 4.7136 -0.2837 0.12
H 1.0334 2.9149 1.1860 0.08
H 2.5060 2.0676 0.7102 0.10
H 0.9467 1.2575 0.5949 0.00
H 1.6262 0.5215 -4.4539 0.02
H 2.5397 1.9013 -5.0753 0.09
H 0.7969 1.7919 -5.3298 0.09
H 1.0435 4.1515 -4.5152 0.13
O -1.1461 0.6456 0.4119 -0.63
S -2.5597 0.9837 -0.0426 1.01
C -3.1102 2.1424 1.2329 -0.30
C -2.4235 3.4600 0.9041 -0.22
C -2.6728 3.6518 -0.5892 -0.21
C -2.3537 2.3189 -1.2662 -0.29
H -2.8357 1.6942 2.1870 0.07
H -4.1981 2.2182 1.1661 0.10
H -1.3535 3.3717 1.1094 0.10
H -2.8176 4.2807 1.5037 0.12
H -2.0688 4.4514 -1.0192 0.11
H -3.7229 3.9091 -0.7478 0.11
H -1.3033 2.2312 -1.5448 0.07
H -2.9545 2.0877 -2.1424 0.08
```

---

(6)
C4H4BrNO | ωB97M-V with the def2-TZVPD basis set

Results
HOMO energy (eV): -9.560
E_LUMO (eV): 0.9

```
11
Properties=species:S:1:pos:R:3:lowdin_charge:R:1
C 0.2938 -0.6666 -1.0073 -0.07
C -1.6129 -1.1668 -0.2823 -0.25
C -0.0198 0.0287 0.1206 -0.33
C 1.0611 1.0892 0.8688 -0.52
N -1.2357 -0.3114 0.6142 0.14
O -0.8365 -1.3801 -1.3014 0.05
Br 0.6414 2.9271 0.4065 0.60
H 1.2222 -0.5498 -1.7189 0.17
H -2.6038 -1.6619 -0.2012 0.15
H 2.0541 0.7886 0.6009 0.04
H 1.0361 0.9029 1.9002 0.02
```

---

(7)
C8H8 | ωB97M-V with the def2-TZVPD basis set

Results
HOMO energy (eV): -9.271
SMILES: c1ccccc1.C#C
E_LUMO (eV): 1.0

```
16
Properties=species:S:1:pos:R:3:lowdin_charge:R:1
C -1.7449 0.2753 -1.1205 -0.09
C -1.1409 1.2437 -0.2878 -0.13
C -0.6438 1.1112 0.9796 -0.11
C -0.2605 -0.2223 1.3182 -0.15
C -0.8299 -1.2850 0.5270 -0.07
C -1.6309 -0.9861 -0.6356 -0.11
C 2.6403 -0.1267 0.0375 0.00
C 3.5480 -0.0486 -0.7236 0.00
H -2.0301 0.4992 -2.1927 0.13
H -1.1031 2.1395 -0.8380 0.08
H -0.2278 2.0039 1.6323 0.15
H 0.4797 -0.5102 2.1610 0.13
H -0.7042 -2.3775 0.7217 0.11
H -1.9618 -1.7627 -1.2639 0.08
H 1.5934 -0.0902 0.4520 0.00
H 4.3291 0.3280 -1.2413 -0.02
```

---

Question: What is the formula in the fourth record?
Answer: CH4Cl3NSi